(P)
# C11H16N3O

An isolated ion of composition C11H16N3O and charge +1 (ωB97M-V with the def2-TZVPD basis set, the Open Molecules 2025 dataset).

Summary:
- orbital gap (eV) = 8.9
- structure (SMILES) = C/N=N/[C@](C)(O)/C(=[NH+]/C)c1ccccc1
- HOMO level (hartree) = -0.4798

The geometry in ORCA input format:
```
! RIJCOSX wB97M-V def2-TZVPD def2/J DEFGRID3
* xyz 1 1
C 3.082 -1.100 -1.973
C 2.916 0.259 -2.158
C 2.212 -1.803 -1.117
C 1.805 0.926 -1.675
C 1.077 -1.146 -0.572
C 0.866 0.267 -0.915
C -0.696 0.643 1.184
C 0.473 0.841 2.191
C -2.306 -2.154 2.759
C -1.374 1.518 -2.440
C -0.368 0.790 -0.366
N -1.977 -0.815 2.302
N -1.077 -0.737 1.453
N -1.253 1.502 -1.000
O -1.655 1.643 1.408
H 3.788 -1.538 -2.557
H 3.515 0.892 -2.870
H 2.471 -2.762 -0.859
H 1.493 2.004 -1.873
H 0.431 -1.779 -0.006
H 0.244 1.794 2.597
H 1.459 0.829 1.744
H 0.439 0.046 2.900
H -1.886 -2.845 2.057
H -3.383 -2.215 2.713
H -1.905 -2.470 3.726
H -0.741 0.558 -2.811
H -2.347 1.203 -2.693
H -1.082 2.486 -2.809
H -2.235 1.170 1.974
H -1.987 1.993 -0.315
*
```



(Q)
# C11H16N3O

An isolated ion of composition C11H16N3O and charge +1 (ωB97M-V with the def2-TZVPD basis set, the Open Molecules 2025 dataset).

Summary:
- orbital gap (eV) = 8.2
- structure (SMILES) = C=C1N2C=CC=CC2=N[C@H](O)[C@@H](C)[N@@H+]1C
- HOMO level (hartree) = -0.4203

The geometry in ORCA input format:
```
! RIJCOSX wB97M-V def2-TZVPD def2/J DEFGRID3
* xyz 1 1
C -3.696 0.527 0.644
C -3.627 -0.770 0.175
C -2.665 1.382 0.651
C -2.475 -1.148 -0.447
C -1.376 0.934 0.218
C -0.052 -1.020 -0.406
C 0.309 -1.816 -1.440
C 1.800 0.460 -0.176
C 0.765 1.578 -0.681
C 2.758 1.219 0.726
C 1.853 -1.637 1.173
N -1.370 -0.401 -0.258
N -0.369 1.669 0.097
N 0.954 -0.593 0.580
O 0.484 1.372 -1.969
H -4.700 0.839 1.011
H -4.428 -1.580 0.211
H -2.674 2.433 0.944
H -2.287 -2.057 -0.995
H 1.359 -2.343 -1.447
H -0.348 -2.061 -2.227
H 2.342 0.057 -0.994
H 1.361 2.474 -0.578
H 3.401 0.593 1.198
H 2.458 2.020 1.363
H 3.407 1.694 -0.003
H 2.277 -2.252 0.375
H 2.567 -1.167 1.683
H 1.249 -2.459 1.789
H 0.332 -0.113 1.259
H 0.392 2.165 -2.476
*
```



Structures ranked by computed energy, the most stable listed first: (P), (Q).